# 1
The following is a DFT calculation (ωB97M-V/def2-TZVPD) of a structure of composition C49H57BIN11PS3ScSe.

The geometry in XYZ format:
```
125
Properties=species:S:1:pos:R:3:forces:R:3
Sc 0.51325 0.43461 -0.16887 -0.83 -0.13 0.17
C -0.37166 3.03093 4.25240 0.10 -0.02 0.10
C -1.62389 3.70809 3.73049 -0.11 -0.06 -0.08
C -1.29051 4.81750 2.73235 -0.07 0.03 -0.01
C -2.40703 4.34409 4.88073 0.03 -0.02 0.01
N -2.46899 2.62598 3.11039 0.11 0.07 0.21
C -3.50132 2.02068 3.80562 -0.03 0.11 -0.11
C -4.02479 1.07935 3.00347 0.01 0.03 -0.06
N -3.31170 1.08308 1.82532 0.04 -0.23 -0.06
B -3.81363 0.21290 0.64714 -0.02 0.03 0.01
N -3.59513 0.93606 -0.70604 -0.25 -0.17 0.02
C -4.46302 1.94262 -1.07297 0.10 -0.02 0.02
C -4.18868 2.27346 -2.34559 0.01 -0.05 0.00
N -3.16166 1.45058 -2.77726 0.03 0.11 -0.25
C -2.79391 0.65849 -1.74141 0.19 0.06 0.11
S -1.47993 -0.47075 -1.70013 0.15 0.25 0.06
C -2.60286 1.61766 -4.16841 -0.04 -0.01 0.17
C -1.61297 2.77811 -4.11593 0.04 -0.02 0.01
C -3.77769 1.94191 -5.09835 0.03 0.03 -0.04
C -1.91873 0.35999 -4.69430 -0.03 -0.04 0.00
N -3.31345 -1.25348 0.66120 -0.14 0.21 0.02
C -4.14064 -2.24064 0.17038 0.09 0.06 0.01
C -3.52789 -3.41851 0.36206 -0.01 0.05 0.08
N -2.32461 -3.16105 1.00323 0.05 -0.28 -0.05
C -2.19134 -1.81716 1.13392 0.04 0.07 0.03
S -0.85520 -0.89918 1.76865 -0.15 -0.13 -0.05
C -1.44089 -4.31741 1.38641 -0.07 0.11 -0.03
C -2.33871 -5.42964 1.93853 0.06 -0.06 0.01
C -0.71539 -4.78239 0.12532 0.03 0.02 -0.05
C -0.44031 -3.97462 2.48170 0.06 0.06 0.05
C -2.33099 1.99552 1.91813 -0.05 0.08 -0.03
S -1.13309 2.35975 0.71113 0.14 -0.28 0.00
H 0.31915 3.77451 4.65368 0.02 -0.02 0.01
H 0.11897 2.49039 3.44652 0.03 -0.02 -0.02
H -0.60907 2.31428 5.04060 -0.01 0.02 -0.01
H -0.89861 5.66028 3.30101 0.01 0.03 -0.04
H -2.18097 5.15263 2.19837 -0.01 0.00 0.02
H -0.54758 4.51846 2.00060 0.02 -0.01 0.03
H -1.83044 5.19033 5.24983 -0.01 0.00 0.00
H -2.54650 3.66779 5.72258 0.00 -0.04 0.00
H -3.37817 4.71508 4.55088 0.01 0.02 0.00
H -3.80411 2.33134 4.78456 0.00 0.00 0.02
H -4.86675 0.42822 3.15096 0.00 -0.02 -0.01
H -5.00839 0.13502 0.78711 0.07 0.02 0.00
H -5.20787 2.32433 -0.39866 -0.02 -0.02 0.02
H -4.64827 3.00222 -2.98429 -0.01 -0.01 0.03
H -2.10946 3.71060 -3.84399 -0.01 -0.01 0.03
H -1.15526 2.91146 -5.09729 0.01 0.01 -0.02
H -0.82528 2.57347 -3.38685 0.00 -0.01 -0.03
H -4.14670 2.95875 -4.97095 0.00 -0.01 0.00
H -4.60393 1.24647 -4.94937 0.02 -0.03 -0.02
H -3.44323 1.85111 -6.13026 0.01 0.03 0.00
H -0.98590 0.15108 -4.18130 0.00 0.03 -0.02
H -1.70981 0.52988 -5.75102 0.02 -0.03 0.00
H -2.55910 -0.51833 -4.60935 -0.02 0.01 0.00
H -5.09968 -2.01541 -0.25888 -0.01 0.02 0.00
H -3.86001 -4.41053 0.12817 0.00 0.02 -0.01
H -3.01411 -5.85106 1.19778 0.03 -0.01 -0.01
H -2.92633 -5.06790 2.78252 0.01 0.00 0.01
H -1.70347 -6.24302 2.28714 -0.01 0.00 0.01
H -1.40151 -5.22662 -0.59627 -0.04 0.03 0.01
H 0.03752 -5.52781 0.38132 0.00 -0.02 0.00
H -0.22226 -3.93729 -0.36239 0.03 -0.02 0.02
H -0.92899 -3.53956 3.35424 -0.02 0.00 -0.01
H 0.34128 -3.29107 2.16197 0.01 -0.06 -0.03
H 0.03290 -4.90986 2.77879 0.02 0.01 0.06
N 1.56036 -1.70551 0.05488 0.16 0.20 -0.12
C 2.73748 -1.99288 0.85635 -0.18 -0.04 -0.11
C 3.52940 -3.08147 0.52029 0.03 -0.05 0.08
C 4.61119 -3.42351 1.31769 -0.02 0.01 0.02
C 4.87351 -2.70468 2.47753 -0.06 0.01 -0.04
C 4.07994 -1.61622 2.80015 0.07 -0.01 0.02
C 3.03641 -1.21132 1.96628 0.02 -0.04 0.13
P 2.08249 0.30553 2.28312 0.13 0.21 -0.20
C 1.70347 0.11319 4.06185 0.04 0.03 -0.04
C 2.06473 1.07296 5.00109 0.03 0.05 0.06
C 1.78839 0.87094 6.34787 0.00 -0.01 -0.03
C 1.15904 -0.29127 6.76531 0.01 -0.03 0.00
C 0.81519 -1.26376 5.83385 0.03 0.08 0.01
C 1.08972 -1.06175 4.49204 -0.06 -0.05 0.05
C 3.25815 1.70862 2.26343 0.07 -0.02 0.09
C 4.64623 1.60690 2.31623 0.02 -0.02 0.03
C 5.43792 2.74706 2.33535 -0.05 0.03 0.01
C 4.85289 4.00594 2.31745 -0.02 -0.04 0.01
C 3.47064 4.12089 2.25860 0.00 -0.02 0.03
C 2.68359 2.97907 2.22061 -0.03 0.05 -0.01
H 1.66062 -2.19437 -0.82696 0.07 0.03 -0.05
H 0.74608 -2.10474 0.53155 0.00 0.06 0.03
H 3.28674 -3.68064 -0.35037 0.00 0.01 -0.01
H 5.22582 -4.27321 1.05273 0.01 0.00 -0.01
H 5.68947 -2.99367 3.12523 0.00 0.00 0.01
H 4.26902 -1.06901 3.71595 0.01 0.04 -0.01
H 2.57494 1.97752 4.69785 -0.02 0.01 -0.02
H 2.07743 1.62264 7.07053 0.01 0.00 0.00
H 0.95288 -0.44995 7.81546 -0.01 0.01 0.00
H 0.34016 -2.18154 6.15456 0.01 0.00 0.00
H 0.83146 -1.82708 3.77674 -0.02 -0.05 -0.04
H 5.12881 0.64032 2.32130 -0.01 -0.06 0.02
H 6.51465 2.65054 2.37520 0.01 -0.01 0.00
H 5.47276 4.89201 2.35097 0.00 0.01 -0.01
H 3.00535 5.09851 2.24271 -0.01 0.00 -0.01
H 1.60673 3.07753 2.14213 0.00 0.00 0.01
I 4.07920 0.52964 -0.99383 0.10 -0.11 -0.03
C 3.14428 2.38181 -0.96665 -0.11 0.06 0.16
C 3.91397 3.47942 -1.30913 0.00 -0.01 0.03
C 3.29754 4.71402 -1.38962 0.06 0.03 -0.04
C 1.94073 4.79395 -1.13185 -0.04 0.01 0.02
C 1.26197 3.64973 -0.76903 0.14 -0.14 -0.01
N 1.84381 2.43984 -0.66132 -0.03 -0.09 -0.05
H 4.96688 3.35775 -1.51589 0.01 0.00 0.00
H 3.86850 5.59317 -1.65846 0.00 0.00 0.00
H 1.40434 5.72981 -1.19629 0.00 0.01 0.00
H 0.20921 3.70969 -0.54900 -0.06 -0.01 -0.02
Se 2.29057 2.74245 -4.88016 0.03 0.03 -0.08
N 2.33278 1.26339 -5.84577 -0.05 0.02 0.17
C 1.97075 0.28640 -5.03599 0.01 -0.10 -0.20
C 1.83901 -1.08259 -5.42857 0.04 0.16 -0.01
C 1.40969 -1.94810 -4.48593 -0.04 0.02 0.16
C 1.14003 -1.48111 -3.15856 -0.08 -0.16 -0.21
N 1.27617 -0.26442 -2.72327 0.16 0.35 0.04
C 1.66631 0.66259 -3.67618 0.01 -0.15 0.21
N 1.77392 1.94239 -3.39071 -0.07 -0.11 -0.40
H 2.06624 -1.38240 -6.44227 0.00 0.03 -0.02
H 1.25710 -2.99550 -4.70503 0.00 0.00 0.02
H 0.73337 -2.21048 -2.46618 0.03 -0.04 0.06
```
Forces are in eV/Å.

Summary:
ΔE to the lowest compared entry with this formula, charge and spin (kJ/mol): 93.8
Net charge: +2
E (hartree): -7524.20691
Multiplicity: 1

# 2
The following is a DFT calculation (ωB97M-V/def2-TZVPD) of a structure of composition C41H46I2N5O2PRuS2Si.

The geometry in XYZ format:
```
101
Properties=species:S:1:pos:R:3:forces:R:3
Ru -0.09791 -0.54912 0.53092 -0.18 -0.40 0.13
C -1.39051 1.08535 3.27175 -0.02 0.00 -0.02
N -0.23785 1.29103 2.40825 0.00 -0.09 0.03
C 1.06268 1.22303 3.06338 -0.01 0.01 0.06
C 1.55986 -0.18428 3.10027 0.05 0.06 0.03
N 1.22881 -1.09474 2.21431 0.02 0.01 -0.05
C 2.02364 -2.21190 2.48950 0.00 0.02 0.01
C 2.14109 -3.43359 1.83403 0.02 0.00 -0.05
C 3.05581 -4.33603 2.33620 0.01 -0.02 0.01
C 3.84165 -4.04147 3.46215 -0.01 -0.01 0.00
C 3.73693 -2.83120 4.11605 0.01 0.00 0.01
C 2.81519 -1.92917 3.60000 0.02 0.05 0.00
N 2.47657 -0.63481 3.97323 -0.05 -0.06 0.02
C -2.31845 0.06242 2.70649 0.01 0.01 0.01
N -2.02443 -0.84085 1.78834 0.01 -0.03 0.05
C -3.15907 -1.62898 1.66442 -0.03 0.00 -0.02
C -3.39369 -2.86837 0.87566 -0.01 -0.02 0.02
C -4.87268 -3.04369 0.63046 0.01 -0.04 0.00
C -5.82155 -2.50036 1.44526 0.01 0.02 0.01
C -5.49007 -1.57725 2.45792 0.00 -0.01 0.00
C -4.14901 -1.14145 2.48426 -0.02 0.03 -0.01
N -3.57578 -0.07978 3.15768 -0.01 -0.02 0.00
H -1.94064 2.01818 3.42888 0.01 0.01 0.02
H -1.06107 0.74209 4.25673 0.02 -0.02 0.00
H -0.32365 2.16203 1.90327 -0.03 0.05 0.01
H 1.04775 1.64370 4.07472 0.00 0.03 0.00
H 1.78443 1.79615 2.47422 0.01 -0.02 -0.02
H 1.54201 -3.65312 0.96113 0.01 0.01 0.00
H 3.17337 -5.29606 1.85051 0.00 0.01 0.01
H 4.54786 -4.77825 3.82072 -0.01 0.00 0.00
H 4.34939 -2.59488 4.97601 -0.01 -0.01 -0.01
H 2.91583 -0.08782 4.69341 0.02 0.02 0.00
H -2.83956 -2.85183 -0.05975 0.03 0.01 -0.02
H -5.15969 -3.74741 -0.14092 0.00 0.01 0.00
H -6.86094 -2.76658 1.30107 0.01 0.01 0.00
H -6.23823 -1.15688 3.11473 0.00 -0.01 -0.01
H -4.04137 0.54159 3.79762 0.00 -0.01 0.01
I -1.09072 -4.14649 2.60066 -0.03 0.00 -0.01
C -3.00360 -4.15736 1.65599 -0.02 0.05 -0.01
I -0.33949 -2.54061 -1.23160 -0.03 0.15 0.05
H -3.71232 -4.33232 2.46013 0.00 0.02 0.00
H -3.00122 -5.01245 0.98547 -0.02 0.01 0.00
C -0.52130 5.96512 -0.52528 0.01 0.01 0.00
C -1.39177 5.37000 -1.42651 0.00 0.00 -0.01
C -1.49245 3.98844 -1.48671 -0.02 0.02 0.02
C -0.72534 3.15961 -0.65766 -0.02 -0.02 0.07
C 0.15954 3.78260 0.22389 0.00 0.09 -0.03
C 0.25769 5.16655 0.29697 0.00 -0.01 0.00
Si -1.18196 1.33815 -0.89611 -0.01 0.00 -0.24
C -2.97808 1.24635 -0.35152 0.02 -0.04 0.03
C -3.82304 0.24138 -0.83478 0.00 -0.03 -0.03
C -5.18182 0.25699 -0.56131 0.01 -0.02 0.00
C -5.71773 1.25746 0.23869 -0.01 0.01 0.01
C -4.89082 2.24303 0.75968 0.00 0.00 -0.01
C -3.53462 2.24095 0.45845 0.00 -0.02 0.00
C -1.08422 0.89334 -2.71655 0.04 0.01 0.01
C 0.07626 0.45786 -3.36286 0.00 -0.01 0.00
C 0.09739 0.24331 -4.73056 0.00 -0.01 -0.01
C -1.04453 0.45877 -5.49061 0.00 0.00 0.00
C -2.20566 0.89124 -4.87217 -0.01 0.01 0.00
C -2.22441 1.10464 -3.49978 0.00 0.03 0.00
H -0.44077 7.04305 -0.47413 0.00 -0.01 0.00
H -1.99430 5.98012 -2.08709 0.01 0.00 0.01
H -2.18521 3.55345 -2.19892 0.00 0.00 0.01
H 0.84204 3.19868 0.82749 0.01 0.02 0.01
H 0.95954 5.61745 0.98724 -0.01 0.00 -0.01
H -3.41706 -0.54800 -1.46168 0.00 0.02 0.02
H -5.82141 -0.51512 -0.96812 0.00 0.01 0.00
H -6.78036 1.27429 0.44623 0.01 0.00 0.00
H -5.30653 3.03429 1.37180 0.00 -0.01 0.00
H -2.91420 3.05198 0.82618 0.00 -0.01 -0.01
H 0.97574 0.26544 -2.79183 -0.01 0.00 0.00
H 1.00764 -0.10187 -5.20542 -0.01 0.00 0.00
H -1.02839 0.28661 -6.55903 0.00 0.00 0.00
H -3.10263 1.06218 -5.45366 0.01 0.00 0.00
H -3.14738 1.44111 -3.04260 0.01 -0.01 -0.02
C 5.07338 -2.74920 -0.80805 -0.01 -0.02 -0.01
C 3.63717 -2.61748 -1.26599 0.11 0.01 0.10
C 3.48167 -2.42830 -2.75985 -0.01 0.00 0.02
O 2.98079 -1.54679 -0.50502 -0.25 -0.07 -0.18
P 3.31061 -0.03050 -0.33661 -0.05 0.07 0.04
S 4.33162 0.44068 1.22476 0.02 0.03 0.04
S 1.44072 0.96634 -0.33215 0.33 0.13 -0.09
O 3.90829 0.38607 -1.73739 0.06 0.02 -0.05
C 3.93005 1.71695 -2.34808 -0.02 -0.01 -0.01
C 4.46654 1.50288 -3.74535 -0.01 0.01 0.00
C 4.75506 2.69230 -1.53765 0.01 -0.02 0.00
H 5.52329 -3.63070 -1.26706 0.00 0.01 0.00
H 5.12398 -2.85235 0.27587 0.00 0.00 -0.01
H 5.65387 -1.87405 -1.10595 0.01 0.00 0.01
H 3.05979 -3.48819 -0.95364 0.01 0.00 0.01
H 4.09860 -1.60928 -3.12291 -0.01 0.00 -0.01
H 2.43891 -2.24488 -3.02006 -0.01 0.02 0.01
H 3.79967 -3.34699 -3.25585 -0.01 0.00 0.01
H 2.88987 2.05076 -2.39750 0.00 -0.01 0.01
H 5.48933 1.12562 -3.70470 0.00 0.00 0.00
H 4.46710 2.44944 -4.28636 0.00 -0.01 0.01
H 3.84881 0.79288 -4.29522 0.00 -0.01 0.01
H 5.77818 2.33021 -1.42753 -0.01 0.00 0.00
H 4.33760 2.84808 -0.54407 0.00 0.00 0.00
H 4.77581 3.65058 -2.05896 0.01 -0.01 0.00
```
Forces are in eV/Å.

Summary:
ΔE to the lowest compared entry with this formula, charge and spin (kJ/mol): 0.0
Net charge: +1
E (hartree): -4131.67796
Multiplicity: 6

# 3
The following is a DFT calculation (ωB97M-V/def2-TZVPD) of an isolated molecule of C4H5N3O3 in a non-equilibrium geometry.

The geometry in XYZ format:
```
15
Properties=species:S:1:pos:R:3:forces:R:3
C 2.85042 -0.86585 1.57625 -1.40 2.93 -1.84
C 2.57560 1.35371 2.09190 -0.20 0.47 -0.10
C -0.31300 0.67822 -0.44499 -0.13 0.10 0.02
C -1.57169 -0.08860 -0.74021 0.01 0.14 -0.01
N 2.98405 0.00017 2.39956 0.48 -1.22 0.57
N 2.08515 1.40248 0.82068 -0.63 0.79 0.31
N 2.01479 0.33919 -0.00002 2.08 -1.81 0.54
O 2.72470 2.26692 2.84176 0.02 0.05 0.12
O -0.21015 1.87824 -0.45152 0.06 0.18 -0.16
O 0.67777 -0.17181 -0.15344 -0.59 -0.53 0.60
H 3.00266 -1.88325 1.33003 0.13 -0.66 -0.12
H -2.39182 0.61151 -0.87094 0.02 -0.02 0.00
H -1.42998 -0.67137 -1.64790 -0.02 -0.05 -0.03
H -1.78331 -0.77285 0.07723 -0.04 -0.07 0.01
H 1.59438 2.24988 0.53056 0.21 -0.29 0.08
```
Forces are in eV/Å.

Summary:
ΔE to the lowest compared entry with this formula, charge and spin (kJ/mol): 498.9
E (hartree): -545.27246
Multiplicity: 1

Q: Which of these has the highest ΔE to the lowest compared entry with this formula, charge and spin?
A: C4H5N3O3

Q: Among the records above, which one has the lowest E?
A: C49H57BIN11PS3ScSe